Entry 1:
{
  "formula": "C18H23IIrN4OS2Si",
  "method": "ωB97M-V/def2-TZVPD",
  "symbols": ["Ir", "I", "S", "S", "Si", "O", "N", "N", "N", "N", "C", "C", "C", "C", "C", "C", "C", "C", "C", "C", "C", "C", "C", "C", "C", "C", "C", "C", "H", "H", "H", "H", "H", "H", "H", "H", "H", "H", "H", "H", "H", "H", "H", "H", "H", "H", "H", "H", "H", "H", "H"],
  "positions_angstrom": [[-0.10157, -1.04757, 1.22003], [4.19069, -5.42480, 1.20831], [-0.23958, -0.15898, -1.68009], [-3.19900, -1.03037, 2.52727], [1.00852, 0.14741, 2.99758], [-3.58632, -2.25543, 3.16530], [2.50457, -1.82354, -0.16373], [1.55136, -2.14420, 0.72585], [0.35967, 0.26211, -0.16979], [-1.82296, -1.02172, 1.90139], [3.47678, -2.74731, -0.17869], [1.68427, 3.04576, -3.18707], [0.18254, 1.26909, -2.65924], [-4.03147, -1.36983, -1.66735], [-0.59989, 1.55182, -3.77254], [1.92945, -3.29690, 1.28863], [-1.99927, -0.11829, -1.57881], [1.33170, 1.99018, -2.35913], [3.14006, -3.72203, 0.74230], [0.23921, 1.83597, 3.03723], [-4.72561, -0.22327, -1.31042], [-2.68224, 1.04292, -1.22395], [2.81332, 0.20308, 2.56614], [-4.05603, 0.98000, -1.08751], [0.91034, 3.35013, -4.29782], [0.62705, -0.90014, 4.48020], [-2.64976, -1.32588, -1.80066], [-0.22377, 2.60421, -4.59159], [3.32354, 0.74531, 3.36875], [3.00092, 0.75135, 1.64114], [1.04845, -1.90481, 4.42489], [0.48005, 2.42988, 2.15279], [-5.80262, -0.25881, -1.21317], [1.31816, -3.77167, 2.04069], [1.19378, 4.17223, -4.94062], [-4.56105, -2.29475, -1.84961], [-1.48535, 0.97325, -3.99950], [2.56817, 3.62692, -2.96333], [-4.61268, 1.86835, -0.82173], [0.64907, 2.37632, 3.89653], [2.44973, -0.95076, -0.66602], [3.26930, -0.78542, 2.50054], [-0.82168, 2.84141, -5.46062], [-0.84366, 1.80180, 3.15759], [1.09179, -0.40426, 5.34006], [-0.44101, -0.97568, 4.68376], [4.33124, -2.65504, -0.82884], [-2.09218, -2.21104, -2.08243], [1.94252, 1.74858, -1.49976], [-2.15579, 1.97883, -1.07800], [0.11727, 1.22558, 0.06506]],
  "forces_ev_per_angstrom": [[-0.30, -0.17, -0.29], [0.00, 0.00, 0.00], [-0.03, 0.04, -0.06], [-0.03, -0.06, -0.06], [-0.03, 0.11, 0.14], [0.00, 0.03, -0.02], [0.03, 0.02, -0.08], [0.08, 0.02, 0.12], [-0.02, -0.08, 0.01], [0.27, 0.18, 0.21], [-0.01, 0.00, 0.02], [0.00, 0.00, 0.00], [0.01, 0.00, 0.01], [-0.01, 0.00, 0.00], [0.00, -0.01, 0.01], [0.01, -0.02, -0.06], [0.00, 0.01, 0.02], [0.00, 0.00, 0.00], [0.01, 0.00, 0.00], [0.00, -0.01, 0.00], [0.00, 0.00, 0.00], [0.01, 0.00, 0.00], [-0.01, 0.02, 0.00], [0.00, 0.00, 0.00], [0.00, 0.00, 0.00], [-0.01, 0.00, -0.01], [0.00, -0.01, 0.00], [0.00, 0.00, 0.00], [0.01, 0.00, 0.00], [0.00, -0.01, 0.00], [0.00, 0.00, -0.02], [0.00, 0.00, 0.00], [0.00, 0.00, 0.00], [0.01, 0.00, 0.00], [0.00, 0.00, 0.00], [0.00, 0.00, 0.00], [-0.01, 0.00, 0.00], [0.00, 0.00, 0.00], [0.00, 0.00, 0.00], [0.00, 0.01, 0.00], [0.01, -0.02, 0.06], [-0.01, 0.00, 0.00], [0.00, 0.00, 0.00], [0.00, -0.01, 0.00], [0.01, -0.02, 0.01], [0.00, 0.00, 0.00], [0.00, 0.00, 0.00], [0.00, 0.00, 0.00], [0.00, 0.00, 0.00], [0.00, 0.00, 0.00], [0.02, -0.01, 0.00]],
  "s2": 0.756,
  "e_tot_ev": -67518.037,
  "multiplicity": 2,
  "homo_lumo_gap_ev": [6.98, 5.84],
  "charge": 2
}

---

Entry 2:
{
  "formula": "C20H22ClN5O6",
  "method": "ωB97M-V/def2-TZVPD",
  "symbols": ["Cl", "O", "O", "O", "O", "O", "O", "N", "N", "N", "N", "N", "C", "C", "C", "C", "C", "C", "C", "C", "C", "C", "C", "C", "C", "C", "C", "C", "C", "C", "C", "C", "H", "H", "H", "H", "H", "H", "H", "H", "H", "H", "H", "H", "H", "H", "H", "H", "H", "H", "H", "H", "H", "H"],
  "positions_angstrom": [[9.21289, 1.63797, 0.23820], [7.92173, -2.24156, -1.00101], [1.02878, -4.20947, 0.72664], [9.36874, -1.12850, 0.12574], [-1.08438, -4.37933, 0.40414], [-4.23593, 3.59905, -0.27953], [2.39147, 1.70567, 0.17709], [-2.41833, -2.36721, -0.54442], [-3.97835, 0.82591, 0.32053], [-0.04355, -3.72497, 0.41620], [3.60308, -0.21152, -0.09651], [8.26837, -1.27925, -0.34875], [-3.24856, 1.84040, 1.06994], [-4.96495, 2.62601, -0.98547], [1.20454, -0.31257, -0.12920], [5.23332, 1.57919, 0.29031], [-3.01905, 3.06159, 0.17972], [1.12117, -1.65382, 0.17225], [-1.26974, -1.70105, -0.38687], [-0.08349, -2.35479, 0.05725], [-3.69916, -1.84671, -0.94484], [-4.14263, -0.39163, 1.09950], [-4.61343, -1.57772, 0.25683], [7.27089, -0.25853, -0.12143], [7.59289, 1.06953, 0.16782], [5.94203, -0.65490, -0.21085], [-5.24320, 1.39450, -0.12239], [0.02826, 0.34810, -0.53272], [-1.15483, -0.31732, -0.66736], [6.55236, 1.97267, 0.36538], [2.43666, 0.50524, 0.00690], [4.90854, 0.25115, -0.00400], [-3.57801, -0.92923, -1.51902], [-2.52190, 3.85514, 0.73899], [-5.62524, -1.40540, -0.10942], [-3.16650, -0.63126, 1.53034], [-2.40054, -3.34030, -0.24424], [5.73844, -1.69069, -0.44299], [-2.03881, 0.22576, -0.95466], [-2.39208, 2.77352, -0.67803], [0.08981, 1.40756, -0.73036], [-4.84976, -0.24472, 1.93429], [-2.28423, 1.43178, 1.37939], [-4.40493, 2.31790, -1.88260], [-3.80787, 2.15143, 1.96892], [-4.16823, -2.59873, -1.58611], [-5.78573, 0.66082, -0.71947], [6.79341, 3.00082, 0.58123], [-4.63907, -2.46237, 0.89575], [4.44233, 2.29310, 0.45033], [3.51897, -1.19603, -0.30897], [1.96451, -2.21429, 0.54973], [-5.87126, 1.68848, 0.73665], [-5.89942, 3.10059, -1.28882]],
  "forces_ev_per_angstrom": [[0.04, 0.38, 0.02], [-0.06, -0.35, -0.24], [0.01, -0.18, 0.06], [0.22, -0.12, 0.16], [-0.04, -0.18, 0.04], [-0.06, 0.13, 0.05], [0.00, 0.18, -0.03], [-0.17, -0.57, 0.14], [-0.09, 0.07, 0.12], [0.17, -0.68, 0.18], [-0.23, -0.43, -0.04], [0.31, -0.34, -0.08], [0.06, 0.27, -0.23], [-0.28, -0.28, -0.03], [-0.34, -0.14, 0.04], [-0.18, -0.02, -0.01], [0.19, -0.17, 0.33], [-0.04, 0.15, -0.04], [0.33, -0.33, 0.09], [0.09, 1.20, -0.24], [-0.43, 0.15, 0.10], [-0.08, -0.15, -0.07], [0.23, 0.26, -0.11], [-0.85, 0.87, 0.22], [-0.02, -0.28, -0.05], [0.06, 0.06, 0.02], [0.10, 0.25, -0.24], [0.16, -0.21, 0.06], [0.02, 0.06, -0.04], [0.23, -0.28, -0.05], [0.08, -0.30, -0.01], [0.66, 0.34, 0.11], [-0.01, -0.09, -0.07], [0.04, -0.07, -0.04], [-0.10, -0.06, 0.01], [-0.03, 0.00, 0.07], [0.13, 0.38, -0.13], [-0.01, -0.03, -0.02], [-0.12, 0.04, -0.03], [0.00, 0.02, 0.05], [-0.04, 0.11, -0.03], [0.11, 0.02, 0.01], [-0.01, 0.01, 0.04], [-0.07, 0.01, 0.04], [0.06, -0.03, 0.00], [0.05, 0.13, -0.02], [-0.06, 0.02, 0.00], [0.05, 0.09, 0.01], [-0.09, -0.04, -0.01], [0.04, 0.01, 0.00], [-0.08, 0.23, -0.01], [0.00, 0.01, -0.02], [-0.01, -0.05, -0.03], [0.04, -0.08, -0.03]],
  "e_tot_ev": -53349.997,
  "multiplicity": 1,
  "homo_lumo_gap_ev": 7.85,
  "charge": 0
}

---

Entry 3:
{
  "formula": "C2H6N3",
  "method": "ωB97M-V/def2-TZVPD",
  "symbols": ["N", "N", "N", "C", "C", "H", "H", "H", "H", "H", "H"],
  "positions_angstrom": [[-0.03729, -0.35363, 0.07835], [-1.74296, 2.03153, -0.98918], [-2.36026, 2.88533, -1.28919], [-0.31704, -1.54765, 0.29734], [1.32674, 0.11029, 0.33167], [0.36752, -2.35128, 0.75852], [-1.32307, -1.81161, 0.02701], [1.29932, 0.38350, 1.33306], [1.27815, 1.05193, -0.27819], [2.21278, -0.57024, 0.14553], [-0.70389, 0.17184, -0.41492]],
  "forces_ev_per_angstrom": [[2.83, -2.18, 0.40], [-0.62, 0.79, -0.31], [0.62, -0.83, 0.30], [-0.81, -2.98, 0.81], [0.04, 2.02, -2.11], [-0.89, 1.73, -0.77], [-0.32, -0.62, 0.05], [0.43, 0.71, 1.91], [1.30, -0.76, 0.62], [-1.61, 0.54, -0.28], [-0.98, 1.58, -0.61]],
  "e_tot_ev": -6634.312,
  "multiplicity": 1,
  "homo_lumo_gap_ev": 12.92,
  "charge": 1
}

---

Entry 4:
{
  "formula": "C40H25I2N5O3S4Ti",
  "method": "ωB97M-V/def2-TZVPD",
  "symbols": ["I", "I", "Ti", "S", "S", "S", "S", "O", "O", "O", "N", "N", "N", "N", "N", "C", "C", "C", "C", "C", "C", "C", "C", "C", "C", "C", "C", "C", "C", "C", "C", "C", "C", "C", "C", "C", "C", "C", "C", "C", "C", "C", "C", "C", "C", "C", "C", "C", "C", "C", "C", "C", "C", "C", "C", "H", "H", "H", "H", "H", "H", "H", "H", "H", "H", "H", "H", "H", "H", "H", "H", "H", "H", "H", "H", "H", "H", "H", "H", "H"],
  "positions_angstrom": [[-4.51740, -0.96013, 1.53520], [-1.42241, -4.94088, 4.76237], [0.02022, 0.39836, 0.02123], [-2.18387, 1.85348, 2.09062], [1.73075, 3.73462, 3.29346], [-0.71529, 6.00477, 0.48082], [0.78478, 0.22554, 3.36242], [-1.57545, -0.62794, 0.27010], [2.18928, 0.14476, 3.74879], [0.18330, 2.11376, 0.23234], [-1.91741, 1.32542, -1.43119], [2.17675, 0.23568, -0.28686], [0.41403, 0.19606, 1.93925], [0.20621, -0.17414, -1.92213], [0.59847, -2.07235, 0.50863], [3.85964, -0.48014, -1.88384], [4.84368, -0.23850, -0.89869], [1.40444, 3.56844, 1.61494], [-1.06763, 3.16766, 2.06768], [1.78852, -0.78142, -3.73396], [-0.42831, -2.38086, 1.35009], [-2.71183, -1.93847, 1.91173], [3.70395, 3.88442, 1.68837], [-1.61459, -1.60325, 1.15660], [-4.23757, 1.87691, -1.64507], [-3.50681, -1.11449, -3.72043], [4.47727, 0.23383, 0.32771], [-0.88886, 6.50879, -1.14801], [0.03334, 3.29080, 1.00246], [1.72394, -2.72656, 0.64455], [-3.37082, -0.00620, -2.85117], [-0.29954, 4.40416, 0.00774], [4.15235, -0.91401, -3.19719], [-2.64405, -2.91711, 2.92575], [-1.48260, -3.59021, 3.16306], [-0.97538, -0.51707, -2.58692], [-4.45002, 0.83143, -2.49206], [3.40252, 3.94648, 3.01426], [-2.94071, 2.08641, -1.13756], [2.52464, -0.23588, -1.52261], [-2.52206, 3.71126, 3.80028], [-2.11577, 0.28643, -2.28772], [1.92619, -3.71045, 1.62742], [-0.30373, 4.27937, -1.34721], [3.12896, -1.02537, -4.09490], [-2.41451, -1.88311, -3.98947], [-1.38301, 4.08125, 3.03416], [-3.05762, 2.52974, 3.38957], [-1.15405, -1.59078, -3.42630], [3.11964, 0.46323, 0.60121], [0.90760, -4.01931, 2.48165], [2.55138, 3.66679, 0.88605], [1.45112, -0.43703, -2.43929], [-0.64374, 5.49355, -2.01530], [-0.33600, -3.35948, 2.35785], [-4.47542, -1.34000, -4.14985], [1.04165, -4.76908, 3.25025], [2.88411, -4.20689, 1.70349], [-1.16542, 7.52988, -1.36488], [-0.83338, 5.00067, 3.19280], [-2.50806, -2.74508, -4.63877], [-2.75048, 2.92925, -0.48392], [5.88492, -0.42362, -1.13688], [-0.07947, 3.34651, -1.84202], [-3.91712, 2.00705, 3.78117], [4.70438, 3.99937, 1.29284], [-5.43352, 0.62713, -2.89963], [-5.03979, 2.53970, -1.34713], [-0.32622, -2.25472, -3.63046], [4.06809, 4.11119, 3.84788], [3.34739, -1.31072, -5.11643], [-3.52424, -3.12152, 3.51921], [1.02140, -0.84615, -4.49054], [-2.91862, 4.30132, 4.61545], [2.56611, 3.58198, -0.19346], [5.20457, 0.43909, 1.10066], [2.51720, -2.48083, -0.05584], [5.17679, -1.12458, -3.47691], [-0.70871, 5.59474, -3.09043], [2.81219, 0.82138, 1.57317]],
  "forces_ev_per_angstrom": [[0.07, -0.04, 0.05], [-0.01, 0.02, -0.09], [-0.03, -1.36, -0.90], [0.06, 0.34, 0.09], [-0.02, -0.04, -0.01], [0.00, 0.00, 0.03], [-0.14, -0.05, 0.08], [-0.28, -0.31, 0.44], [0.11, -0.02, -0.04], [-0.47, 1.77, 0.67], [-0.21, -0.40, -0.07], [0.13, -0.30, -0.27], [0.39, 0.11, 0.62], [0.10, 0.02, -0.18], [-0.16, 0.09, 0.40], [0.05, 0.03, 0.07], [0.02, -0.02, -0.03], [-0.05, 0.03, 0.04], [0.07, -0.14, -0.24], [0.05, -0.02, -0.10], [0.05, -0.10, -0.23], [-0.20, 0.22, -0.13], [-0.01, -0.01, -0.09], [0.04, -0.19, -0.04], [-0.06, 0.04, 0.00], [-0.02, 0.05, -0.01], [0.09, 0.01, 0.01], [0.03, 0.05, 0.06], [0.17, 0.12, 0.09], [0.00, 0.04, -0.20], [-0.01, 0.00, -0.01], [-0.14, -0.16, -0.04], [0.04, 0.00, -0.03], [0.01, 0.00, -0.08], [0.01, -0.11, 0.14], [0.10, -0.03, 0.00], [-0.01, -0.03, -0.03], [-0.04, -0.02, 0.07], [0.16, 0.17, -0.04], [0.01, 0.13, 0.10], [0.03, 0.08, 0.02], [0.03, 0.19, -0.07], [0.01, -0.09, 0.03], [0.05, 0.08, -0.08], [-0.02, 0.00, 0.01], [0.03, -0.04, -0.01], [0.02, 0.05, 0.02], [-0.02, 0.01, -0.04], [0.08, -0.15, 0.02], [-0.13, 0.07, 0.05], [-0.03, 0.00, 0.02], [0.14, 0.08, -0.04], [-0.17, 0.04, -0.01], [0.02, -0.09, -0.01], [0.05, 0.00, -0.11], [0.02, 0.00, 0.01], [-0.01, 0.02, 0.01], [-0.02, 0.02, -0.03], [0.01, -0.08, -0.01], [-0.04, -0.07, 0.01], [0.02, 0.01, 0.01], [0.01, -0.03, 0.06], [-0.01, 0.00, 0.00], [-0.03, -0.01, -0.01], [0.05, 0.02, 0.01], [-0.04, -0.01, 0.02], [0.00, 0.01, 0.02], [0.04, -0.01, -0.02], [-0.02, -0.01, 0.00], [-0.02, -0.02, -0.06], [-0.04, 0.00, 0.00], [0.00, 0.03, 0.00], [0.02, -0.05, -0.01], [0.02, -0.03, -0.04], [-0.02, 0.02, 0.04], [-0.01, -0.01, 0.00], [0.02, 0.05, 0.08], [-0.01, 0.04, 0.00], [0.01, -0.01, 0.05], [0.00, -0.02, -0.04]],
  "e_tot_ev": -138140.653,
  "multiplicity": 1,
  "homo_lumo_gap_ev": 6.97,
  "charge": 0
}

---

Look up the multiplicity of the fourth one.
1